# 1
Below is an isolated molecule of C4H5NO, with properties calculated with the ωB97M-V functional and the def2-TZVPD basis.

Output
SMILES = C#CC(=O)NC
electronic energy = -7764.7998 eV
gap between HOMO and LUMO = 10.82 eV
energy relative to the best compared isomer or geometry (same formula, charge and spin) = 1.727 eV

```
! wB97M-V def2-TZVPD RIJCOSX def2/J DEFGRID3
* xyz 0 1
C -1.24413 0.37897 -0.66359
N -0.74216 -0.85175 -0.09214
C 0.41824 -0.99631 0.60237
O 0.70665 -1.99946 1.23041
C 1.33771 0.14021 0.51403
C 2.14450 1.03201 0.45137
H -1.85738 0.15319 -1.53872
H -0.40072 0.99443 -0.98161
H -1.84410 0.95309 0.05189
H -1.37858 -1.62791 0.02928
H 2.85998 1.82353 0.39671
*
```

---

# 2
Below is an isolated molecule of C4H5NO at a distorted geometry, with properties calculated with the ωB97M-V functional and the def2-TZVPD basis.

Output
SMILES = CCC(=O)C#N
electronic energy = -7765.7469 eV
gap between HOMO and LUMO = 10.86 eV
energy relative to the best compared isomer or geometry (same formula, charge and spin) = 0.780 eV

```
! wB97M-V def2-TZVPD RIJCOSX def2/J DEFGRID3
* xyz 0 1
C 0.80108 -0.54362 -1.17980
C -0.43297 -0.08961 -0.40297
C -0.01247 0.61515 0.86782
O 1.02302 1.22113 1.00226
C -0.94800 0.54495 2.01510
N -1.64669 0.47528 2.93462
H 1.60048 0.18495 -1.02365
H 0.60501 -0.62515 -2.25066
H 1.15016 -1.51474 -0.81645
H -1.12150 -0.90789 -0.16435
H -1.01812 0.63955 -0.98194
*
```